[1]
Here is a 10-piece molecular cluster, C5H29NO10S overall at a distorted geometry from the Open Molecules 2025 dataset. Energies are from the ωB97M-V functional and the def2-TZVPD basis.

Structure (XYZ):
```
46
Properties=species:S:1:pos:R:3:forces:R:3:lowdin_charge:R:1
C 1.83312 0.05369 0.36098 0.06 -0.06 0.63 -0.16
N 1.24591 -0.70258 1.45443 0.25 -0.34 0.44 0.06
C 0.98442 -0.08424 2.59773 -0.97 1.27 1.35 -0.32
O 1.17486 1.11348 2.83021 0.40 -0.15 -0.60 -0.03
C 2.29470 -0.86760 -0.75443 -0.24 -0.73 -0.35 -0.17
C 1.51390 -0.66576 -2.05012 0.67 -0.07 -0.23 -0.27
C 1.86100 0.65025 -2.72373 -2.06 0.77 0.54 -0.56
S 1.25409 0.88724 -4.42416 0.33 0.04 -0.37 0.71
H 1.09419 0.81267 0.09464 -0.09 -0.13 -0.49 0.12
H 2.65249 0.64130 0.76387 0.32 0.03 0.01 0.12
H 1.27833 -1.71362 1.49388 -0.24 -0.03 -0.35 0.12
H 0.44381 -0.58596 3.41201 0.31 -0.93 -0.44 0.14
H 2.14714 -1.91515 -0.49293 -0.26 0.01 0.36 0.10
H 3.36408 -0.81260 -0.84908 0.55 0.39 -0.45 0.11
H 1.63067 -1.43080 -2.81008 0.51 -0.55 0.19 0.10
H 0.48099 -0.79730 -1.73115 -0.17 0.61 -0.37 0.07
H 1.39165 1.44104 -2.13887 0.07 0.26 0.16 0.04
H 2.88846 0.94887 -2.72134 0.83 -0.44 -0.18 0.07
H 0.11587 0.18572 -4.40091 -0.03 -0.14 0.34 -0.16
H -1.84079 -1.81175 0.12491 0.41 0.01 -0.10 0.00
H -2.80443 -1.89263 1.26374 -0.53 -0.12 0.33 0.04
O -1.87360 -1.97796 1.07729 0.18 0.02 -0.16 -0.04
H 0.10433 -3.79765 0.77618 -0.49 0.24 -0.55 -0.03
H -0.32097 -3.65039 2.24916 -0.26 0.11 -0.23 0.02
O 0.33578 -4.04066 1.66903 0.75 -0.19 0.70 -0.06
H 1.76386 4.03717 2.14560 -0.19 0.29 -0.31 0.05
H 1.68416 2.56170 1.93134 -0.64 0.15 -0.44 0.00
O 1.45570 3.41123 1.47826 0.53 -0.33 0.53 -0.09
H -2.70914 1.94902 3.13601 -0.09 0.04 -0.09 0.03
H -1.20767 2.03047 3.32593 0.16 -0.06 -0.04 0.02
O -1.95923 1.44390 3.46272 0.05 -0.05 0.12 -0.06
H -0.55772 1.81919 -1.73983 0.08 0.09 0.19 0.05
H -1.92813 1.63762 -2.31879 -0.23 0.11 0.18 0.09
O -1.44503 1.52783 -1.48720 0.30 0.16 -0.50 -0.03
H -2.74775 -1.15503 -1.66824 -0.06 0.51 -0.04 0.06
H -1.41325 -0.30384 -1.77330 -0.72 0.01 0.30 0.00
O -1.81420 -1.18257 -1.89180 0.38 -0.78 -0.16 -0.07
H -2.61895 1.49848 0.72018 0.05 -0.15 0.22 -0.01
H -2.93447 0.22206 1.49741 0.27 0.27 0.09 0.01
O -3.33425 0.88784 0.92618 -0.38 -0.23 -0.27 -0.06
H 0.73574 -4.02581 -1.60068 0.09 -0.11 0.11 0.07
H -0.47146 -3.16117 -1.90105 -0.20 0.26 0.20 0.04
O 0.14977 -3.37888 -1.19525 0.07 -0.19 -0.25 -0.04
H -1.77546 3.07498 0.11832 -0.26 0.30 -0.15 -0.01
H -0.58220 3.48301 0.89396 0.26 0.33 0.50 0.00
O -1.54031 3.63522 0.86898 0.22 -0.54 -0.36 -0.05
```
Forces are in eV/Å.

Calculated values
LUMO energy: -0.05 eV
HOMO: -0.353 Eh
DFT total energy: -38456.8266 eV
maximum force: 2.26 eV/A
energy above the lowest of the compared OMol25 structures with the same formula, charge and spin: 0.0 kcal per mole

[2]
Here is a 10-piece molecular cluster, C5H29NO11 overall at a distorted geometry from the Open Molecules 2025 dataset. Energies are from the ωB97M-V functional and the def2-TZVPD basis.

Structure (XYZ):
```
46
Properties=species:S:1:pos:R:3:forces:R:3:lowdin_charge:R:1
C -0.02269 -1.07675 -2.04509 -0.47 -0.72 -0.34 -0.15
C 1.30467 -1.14051 -2.76827 1.35 -1.23 0.50 -0.09
C -0.00494 -0.98685 -0.54271 0.88 2.48 1.22 -0.49
N -1.19561 -0.94444 0.07116 -2.15 -2.02 -0.78 0.09
C -2.52177 -1.41233 -0.47906 2.51 1.66 -0.34 -0.14
C -3.35119 -1.70754 0.72957 -2.43 -0.61 -1.20 -0.26
O -3.33251 -0.68109 1.69930 -0.02 -0.46 -0.05 -0.06
O 0.96880 -0.58647 0.10758 0.42 -1.41 -0.52 0.00
H -0.58447 -0.19586 -2.36170 -0.05 0.05 0.00 0.12
H -0.64003 -1.93638 -2.33009 0.04 0.09 -0.06 0.11
H 2.12356 -1.47583 -2.10974 -0.39 0.45 0.32 0.07
H 1.35317 -1.96181 -3.49310 -0.50 0.49 -0.38 0.07
H 1.64548 -0.21112 -3.20399 -0.24 0.18 -0.17 0.06
H -1.30133 -0.78093 1.06185 0.88 0.50 0.02 0.10
H -2.41991 -2.22256 -1.19092 0.06 -0.67 0.36 0.11
H -2.83785 -0.59190 -1.14685 -0.74 -0.27 0.64 0.09
H -3.16610 -2.70436 1.13494 0.64 0.40 0.49 0.12
H -4.38462 -1.82078 0.35375 0.06 0.01 0.13 0.12
H -3.75223 0.06739 1.25877 0.14 0.13 0.27 0.09
H 2.55198 -1.92391 1.91452 -0.06 1.01 -0.81 0.02
H 2.74694 -2.01300 3.27501 0.33 0.72 0.84 0.03
O 2.94955 -1.35349 2.59392 -0.33 -1.41 -0.11 -0.07
H 3.72019 0.45753 -0.21090 -0.06 -0.33 0.04 0.02
H 3.89580 0.27481 -1.72638 0.03 -0.09 0.08 0.04
O 3.44926 0.80534 -1.06194 0.05 0.54 -0.13 -0.04
H 1.60294 2.41583 -3.42078 -0.01 -0.07 0.24 0.02
H 0.50966 2.25722 -2.30636 0.27 0.13 -0.05 -0.02
O 0.69395 2.62236 -3.19111 -0.28 0.00 -0.27 -0.08
H -0.52183 1.85888 0.06589 0.32 -0.32 0.03 0.04
H 0.99044 1.52886 -0.14743 -0.12 -0.55 0.18 0.03
O 0.19635 1.84566 -0.58415 -0.53 0.88 -0.61 -0.06
H -2.26351 1.63353 2.52979 0.15 -0.08 -0.04 0.05
H -0.77548 1.91357 2.21038 0.16 -0.06 -0.07 0.01
O -1.54008 1.36442 1.95187 -0.09 0.36 0.09 -0.07
H -0.56428 -2.47519 3.02049 0.32 -0.43 -0.15 0.04
H 0.04342 -3.87205 2.62682 -0.39 -0.07 -0.02 0.03
O 0.25577 -2.97921 2.89757 0.17 0.46 0.17 -0.04
H 1.71496 2.38441 2.19753 -0.08 0.34 -0.44 0.03
H 0.86706 3.18537 1.07458 0.45 -0.06 0.03 0.05
O 0.83868 2.71451 1.91136 -0.31 0.01 0.84 -0.06
H -3.22370 1.60282 -2.93918 0.29 0.11 0.57 0.05
H -3.25553 1.36607 -1.35530 0.45 0.43 -0.40 0.02
O -3.71957 1.25468 -2.18852 -0.68 -0.33 -0.21 -0.06
H 3.84063 2.48811 1.59217 0.06 -0.50 0.13 0.06
H 3.59581 1.03509 2.17454 0.06 -0.20 -0.12 0.03
O 3.52019 1.97789 2.35024 -0.16 0.50 0.05 -0.04
```
Forces are in eV/Å.

Calculated values
LUMO energy: 0.30 eV
HOMO: -0.339 Eh
DFT total energy: -29668.0961 eV
maximum force: 3.05 eV/A
energy above the lowest of the compared OMol25 structures with the same formula, charge and spin: 74.6 kcal per mole

[3]
Here is a 10-piece molecular cluster, C5H29O10 overall at a distorted geometry from the Open Molecules 2025 dataset. Energies are from the ωB97M-V functional and the def2-TZVPD basis.

Structure (XYZ):
```
44
Properties=species:S:1:pos:R:3:forces:R:3:lowdin_charge:R:1
C -0.09137 1.71536 1.10850 -0.61 0.46 -3.24 -0.24
O -1.25108 0.93482 0.90487 0.64 0.66 0.76 -0.36
C 0.61171 1.96580 -0.30757 0.59 -0.90 1.82 -0.16
C 2.12763 1.71733 -0.05307 0.39 1.24 -1.81 -0.23
C 2.58850 0.85622 -1.26061 3.14 -1.84 2.22 -0.22
C 3.75523 -0.19611 -0.71458 -1.83 0.04 -2.47 -0.10
H -0.35424 2.77871 1.36882 0.35 -1.02 1.06 0.12
H 0.67734 1.13957 1.64978 -0.73 0.73 0.68 0.11
H 0.38327 2.92977 -0.80113 0.20 -0.32 0.58 0.12
H 0.37245 1.20305 -1.04760 -0.79 0.09 0.38 0.06
H 2.54639 1.31386 0.90170 -1.24 -0.08 -0.52 0.11
H 2.56004 2.73806 -0.07762 0.46 -0.55 -0.25 0.10
H 3.07691 1.47762 -1.99540 -0.31 0.03 -0.65 0.09
H 1.83446 0.16350 -1.65460 0.08 0.80 -0.11 0.07
H 4.17164 -0.77161 -1.61015 -0.79 0.40 1.12 0.07
H 3.21401 -0.88814 -0.01640 1.08 0.63 -0.35 0.07
H 4.61721 0.34145 -0.36568 0.16 0.19 0.91 0.03
H 1.20974 -2.75410 2.99361 1.14 0.26 0.51 0.03
H 0.46384 -1.79180 3.66055 0.41 0.78 0.52 0.00
O 1.38264 -2.12764 3.73648 -1.48 -0.92 -1.18 -0.11
H -2.21612 1.54825 0.16122 -1.48 0.07 -0.29 0.04
H -3.94893 1.87458 -0.08815 0.96 -0.04 -0.03 0.04
O -3.08238 1.78587 -0.52643 0.14 -0.05 0.71 -0.20
H -2.66728 0.75674 2.78719 0.54 -0.43 -0.92 0.00
H -1.90462 2.13347 2.84338 0.37 -0.29 -0.81 0.00
O -2.51621 1.54999 3.27145 -1.12 0.94 2.14 -0.04
H 0.36475 -4.28337 0.68797 -0.08 0.30 0.61 0.02
H 1.10419 -4.13056 -0.51648 0.48 0.12 -0.98 0.01
O 1.26868 -4.07871 0.41688 -0.34 -0.39 0.39 -0.06
H -1.20794 -0.06333 -0.22605 -1.30 0.33 -0.74 0.04
H -2.59731 -0.04560 -1.02198 -0.24 0.61 0.27 0.02
O -1.71967 -0.42442 -1.05121 1.39 -1.29 -0.05 -0.15
H -0.60613 -2.51724 -0.89801 -0.55 -0.11 0.51 0.02
H -1.94518 -2.13379 -0.29712 1.04 -0.74 -0.33 0.03
O -1.29420 -2.88585 -0.31369 -0.36 0.18 -0.20 -0.11
H -1.78269 -1.64231 2.22959 -0.24 -0.69 0.08 0.03
H -1.13644 -0.35924 1.80630 0.53 0.06 0.43 0.00
O -0.99802 -1.13926 2.42932 -0.23 0.33 -0.16 -0.08
H -2.59670 1.23706 -2.24761 -0.09 0.92 -1.30 -0.01
H -1.68739 1.04228 -3.44919 1.06 -0.59 -0.41 -0.03
O -2.51228 1.43634 -3.22267 -1.01 0.10 1.21 -0.09
H 0.02583 -1.39781 -3.63476 -0.38 -0.10 0.48 0.03
H -0.34075 -0.47540 -2.33285 -0.16 -0.64 -1.27 0.01
O 0.10052 -0.53337 -3.22697 0.19 0.73 0.65 -0.08
```
Forces are in eV/Å.

Calculated values
LUMO energy: 2.75 eV
HOMO: -0.224 Eh
DFT total energy: -26131.0698 eV
maximum force: 4.27 eV/A
charge: -1
energy above the lowest of the compared OMol25 structures with the same formula, charge and spin: 36.4 kcal per mole

Question: Among the records above, which one has the lowest LUMO energy?
Answer: C5H29NO10S